1.
Density functional theory data (wB97M-V/def2-TZVPD) for a molecular structure, C14H20F16N3O7PS at a distorted geometry.

Positions of all 62 atoms, in Å:
1 N 1.063 4.188 -1.692
2 C 1.213 4.237 -0.267
3 N 1.758 5.557 0.020
4 N -0.080 4.185 0.392
5 C 2.197 3.172 0.208
6 C 1.617 1.812 0.406
7 O 2.227 0.787 -0.383
8 S 1.828 -0.612 0.251
9 O 0.806 -1.204 -0.462
10 O 2.916 -1.455 0.400
11 O 1.390 -0.067 1.671
12 C 1.878 1.304 1.783
13 P 0.882 1.986 3.158
14 O 1.196 1.428 4.446
15 H 0.593 5.039 -1.944
16 H 0.434 3.444 -1.949
17 H 2.756 5.505 -0.075
18 H 1.568 5.776 0.977
19 H -0.071 3.709 1.273
20 H -0.770 3.757 -0.190
21 H 2.669 3.492 1.103
22 H 2.946 3.084 -0.537
23 H 0.562 1.709 0.271
24 H 2.904 1.163 2.026
25 H -0.438 1.769 2.740
26 H 1.065 3.375 3.057
27 C 1.126 -5.836 1.680
28 C 0.626 -4.664 2.536
29 C 1.668 -3.647 2.993
30 F 2.609 -4.222 3.777
31 F 1.064 -2.683 3.729
32 F -0.051 -5.145 3.603
33 F -0.265 -3.975 1.769
34 O 1.368 -7.053 2.349
35 C 2.561 -7.272 2.958
36 C 2.381 -7.433 4.466
37 F 1.824 -6.325 4.992
38 F 3.594 -7.612 5.035
39 F 3.453 -6.312 2.665
40 F 3.049 -8.439 2.485
41 H 0.310 -6.063 0.999
42 H 1.969 -5.547 1.055
43 H 2.155 -3.173 2.135
44 H 1.743 -8.292 4.680
45 C -3.808 0.721 -3.315
46 C -4.499 0.840 -4.681
47 C -3.617 1.205 -5.875
48 F -3.044 2.416 -5.698
49 F -4.389 1.261 -6.984
50 F -5.527 1.708 -4.588
51 F -5.022 -0.385 -4.957
52 O -3.892 1.846 -2.466
53 C -3.009 2.861 -2.590
54 C -3.700 4.160 -2.996
55 F -4.328 4.000 -4.172
56 F -2.760 5.122 -3.135
57 F -2.007 2.543 -3.428
58 F -2.452 3.062 -1.365
59 H -4.350 -0.055 -2.783
60 H -2.784 0.364 -3.409
61 H -2.838 0.452 -6.026
62 H -4.425 4.457 -2.235

Output
- HOMO-LUMO gap: 10.4 eV
- Molecular weight: 709.34 g mol⁻¹
- LUMO: 0.15 eV
- Total charge: 0
- HOMO energy: -10.20 eV

In elementary charge units, the Mulliken charges are:
1 N -0.734
2 C 1.161
3 N -0.652
4 N -0.516
5 C -1.903
6 C 0.022
7 O -0.386
8 S 1.174
9 O -0.577
10 O -0.589
11 O -0.233
12 C -0.216
13 P 0.310
14 O -0.638
15 H 0.349
16 H 0.134
17 H 0.309
18 H 0.261
19 H 0.233
20 H 0.168
21 H 0.474
22 H 0.557
23 H 0.679
24 H 0.566
25 H 0.073
26 H 0.072
27 C -0.844
28 C 0.919
29 C 0.331
30 F -0.235
31 F -0.263
32 F -0.279
33 F -0.309
34 O -0.412
35 C 0.819
36 C 0.185
37 F -0.209
38 F -0.260
39 F -0.280
40 F -0.309
41 H 0.444
42 H 0.355
43 H 0.069
44 H 0.254
45 C -0.709
46 C 0.825
47 C 0.111
48 F -0.210
49 F -0.280
50 F -0.269
51 F -0.330
52 O -0.381
53 C 0.822
54 C 0.158
55 F -0.220
56 F -0.252
57 F -0.304
58 F -0.368
59 H 0.419
60 H 0.342
61 H 0.303
62 H 0.270

2.
Density functional theory data (wB97M-V/def2-TZVPD) for 2 unconnected molecules or ions with the total composition C5H10NO2 at a distorted geometry.

Positions of all 18 atoms, in Å:
1 C 0.539 1.887 0.202
2 C 0.082 0.143 -1.923
3 C 0.811 -0.146 1.650
4 C -0.411 -2.178 -1.952
5 C -1.155 1.051 1.541
6 N 0.042 0.962 1.077
7 O 0.469 1.172 -1.583
8 O -0.203 -0.919 -1.275
9 H -0.042 2.765 -0.029
10 H 1.633 2.047 0.037
11 H 1.107 -0.846 0.780
12 H 0.243 -0.803 2.363
13 H 1.812 0.228 1.967
14 H -0.540 -2.947 -1.115
15 H 0.410 -2.408 -2.627
16 H -1.374 -2.159 -2.501
17 H -1.614 0.309 2.279
18 H -1.809 1.845 1.109

Output
- HOMO-LUMO gap (alpha / beta): 8.1 / 7.4 eV
- Molecular weight: 116.14 g mol⁻¹
- LUMO (alpha / beta): -4.60 / -4.80 eV
- Total charge: +1
- HOMO energy (alpha / beta): -12.72 / -12.18 eV
- Energy above the lowest of the compared OMol25 structures with the same formula, charge and spin: 540.3 kJ/mol

In elementary charge units, the Mulliken charges are:
1 C -0.220
2 C 0.307
3 C -0.735
4 C -0.595
5 C -0.224
6 N 0.132
7 O -0.247
8 O -0.146
9 H 0.254
10 H 0.256
11 H 0.257
12 H 0.296
13 H 0.342
14 H 0.229
15 H 0.339
16 H 0.305
17 H 0.202
18 H 0.246

3.
Density functional theory data (wB97M-V/def2-TZVPD) for a molecular structure, C7H16ClI2LaNO2P at a distorted geometry.

Positions of all 31 atoms, in Å:
1 I -1.425 -2.225 -0.722
2 I -1.383 2.074 -0.652
3 La 0.790 -0.114 0.471
4 P 0.393 -0.004 -2.602
5 C -1.245 0.002 -3.402
6 C 1.186 1.418 -3.449
7 H 2.182 -1.529 -3.021
8 H 1.290 -1.127 -4.532
9 H 0.588 -2.299 -3.325
10 C 1.196 -1.402 -3.477
11 H 2.163 1.547 -2.980
12 H 1.290 1.157 -4.505
13 H -1.135 0.008 -4.498
14 H -1.820 0.881 -3.071
15 H 0.561 2.298 -3.289
16 H -1.820 -0.881 -3.083
17 C -2.677 -0.085 0.729
18 O -3.763 -0.076 1.038
19 Cl 3.303 -0.046 0.196
20 C 0.615 -0.370 5.381
21 N -0.559 0.265 4.756
22 C -1.722 0.617 5.582
23 C -0.637 0.400 3.452
24 O 0.309 0.063 2.647
25 H 0.447 -0.387 6.457
26 H 1.511 0.213 5.150
27 H 0.763 -1.391 5.011
28 H -1.961 1.675 5.448
29 H -2.610 0.042 5.296
30 H -1.498 0.426 6.627
31 H -1.537 0.862 3.005

Output
- HOMO-LUMO gap (alpha / beta): 5.8 / 5.5 eV
- Molecular weight: 605.35 g mol⁻¹
- LUMO (alpha / beta): -10.43 / -10.58 eV
- Total charge: +2
- HOMO energy (alpha / beta): -16.25 / -16.07 eV
- Energy above the lowest of the compared OMol25 structures with the same formula, charge and spin: 105.7 kJ/mol

In elementary charge units, the Mulliken charges are:
1 I 0.099
2 I -0.001
3 La 2.010
4 P 0.053
5 C -0.914
6 C -1.089
7 H 0.366
8 H 0.407
9 H 0.366
10 C -1.081
11 H 0.363
12 H 0.413
13 H 0.325
14 H 0.362
15 H 0.374
16 H 0.297
17 C -0.099
18 O -0.036
19 Cl -0.430
20 C -0.798
21 N 0.126
22 C -0.749
23 C 0.169
24 O -0.862
25 H 0.312
26 H 0.312
27 H 0.313
28 H 0.344
29 H 0.352
30 H 0.258
31 H 0.436

4.
Density functional theory data (wB97M-V/def2-TZVPD) for a molecular structure, C12H26CeN6O6S at a distorted geometry.

Positions of all 52 atoms, in Å:
1 O -0.442 0.170 -5.241
2 H -0.702 0.267 -6.170
3 Ce -0.195 0.272 -1.042
4 N 0.219 2.122 0.475
5 N 1.015 2.129 -1.829
6 N -1.419 -1.067 0.609
7 N -0.833 -1.873 -1.810
8 O -0.383 2.015 1.631
9 O -1.755 -0.605 1.908
10 O -0.313 -2.437 -3.020
11 O 1.635 1.148 -2.440
12 C 1.749 2.978 -1.032
13 C 1.159 3.108 0.252
14 C -1.740 -2.347 0.353
15 C -1.331 -2.793 -0.965
16 C 1.517 4.162 1.236
17 H 1.768 3.747 2.221
18 H 0.681 4.864 1.360
19 H 2.381 4.733 0.874
20 C 3.023 3.545 -1.539
21 H 2.895 3.846 -2.589
22 H 3.848 2.813 -1.471
23 H 3.305 4.418 -0.944
24 C -2.447 -3.265 1.316
25 C -1.345 -4.203 -1.432
26 H -3.040 -2.694 2.041
27 H -1.726 -3.896 1.868
28 H -3.128 -3.937 0.767
29 H -0.549 -4.317 -2.174
30 H -2.310 -4.456 -1.893
31 H -1.201 -4.905 -0.605
32 H -1.408 0.329 1.943
33 H -0.153 -1.712 -3.670
34 C -1.319 0.986 -4.461
35 H -0.724 1.712 -3.889
36 H -1.896 0.322 -3.792
37 H -2.042 1.565 -5.062
38 O -2.493 1.478 -0.813
39 H -3.314 1.019 -0.544
40 H -2.487 2.316 -0.313
41 S 1.920 -0.931 0.373
42 C 1.627 -0.984 2.052
43 N 1.188 -2.040 2.760
44 C 0.898 -1.697 4.138
45 C 1.228 -0.215 4.199
46 N 1.757 0.065 2.885
47 H 1.138 -2.975 2.363
48 H 1.499 -2.274 4.838
49 H -0.149 -1.886 4.359
50 H 1.959 0.017 4.968
51 H 0.342 0.394 4.382
52 H 2.092 0.970 2.570

Output
- HOMO-LUMO gap (alpha / beta): 4.9 / 4.9 eV
- Multiplicity: 2
- Molecular weight: 522.56 g mol⁻¹
- LUMO (alpha / beta): -4.34 / -4.35 eV
- Total charge: +1
- HOMO energy (alpha / beta): -9.26 / -9.28 eV

In elementary charge units, the Mulliken charges are:
1 O -0.494
2 H 0.302
3 Ce 0.617
4 N 0.653
5 N 0.221
6 N 0.346
7 N 0.348
8 O -0.867
9 O -0.457
10 O -0.488
11 O -0.718
12 C 0.312
13 C 0.334
14 C 0.412
15 C 0.348
16 C -1.302
17 H 0.266
18 H 0.284
19 H 0.344
20 C -1.371
21 H 0.321
22 H 0.252
23 H 0.430
24 C -1.514
25 C -1.533
26 H 0.398
27 H 0.291
28 H 0.439
29 H 0.473
30 H 0.327
31 H 0.408
32 H 0.422
33 H 0.322
34 C -0.289
35 H 0.097
36 H 0.074
37 H 0.433
38 O -0.509
39 H 0.290
40 H 0.305
41 S -0.349
42 C 0.097
43 N -0.040
44 C -0.418
45 C -0.523
46 N 0.035
47 H 0.249
48 H 0.336
49 H 0.243
50 H 0.376
51 H 0.261
52 H 0.204

5.
Density functional theory data (wB97M-V/def2-TZVPD) for a molecular structure, C26H28BrN3O7S2SiW.

Positions of all 69 atoms, in Å:
1 W -0.192 1.155 -0.495
2 Br 3.745 -4.853 0.427
3 C 4.492 -3.309 1.215
4 C 5.656 -2.766 0.690
5 C 6.198 -1.633 1.278
6 C 5.541 -1.023 2.339
7 C 4.409 -1.604 2.896
8 C 3.885 -2.758 2.334
9 N 6.144 0.170 2.870
10 N 5.463 1.183 3.049
11 C 4.099 1.241 2.623
12 C 3.109 1.414 3.557
13 C 1.748 1.496 3.191
14 C 1.436 1.423 1.868
15 O 0.176 1.435 1.311
16 C 2.433 1.312 0.893
17 N 1.978 1.268 -0.392
18 C 2.863 1.247 -1.384
19 C 4.236 1.256 -1.136
20 C 4.701 1.254 0.158
21 C 3.786 1.260 1.231
22 H 6.147 -3.237 -0.150
23 H 7.128 -1.213 0.916
24 H 3.958 -1.186 3.785
25 H 3.023 -3.238 2.776
26 H 3.383 1.457 4.602
27 H 0.982 1.618 3.945
28 H 2.469 1.238 -2.392
29 H 4.917 1.270 -1.975
30 H 5.765 1.275 0.352
31 O 0.775 3.654 -3.101
32 S -0.305 2.990 -2.491
33 O -1.638 3.063 -2.952
34 O 0.048 1.369 -2.375
35 O -0.272 3.106 -0.922
36 C 1.660 -2.199 -2.184
37 Si -0.036 -2.177 -1.459
38 C -0.339 -3.430 -0.141
39 C -1.410 -2.016 -2.697
40 O -0.049 -0.635 -0.573
41 H 1.824 -3.144 -2.708
42 H 2.435 -2.114 -1.419
43 H 1.784 -1.398 -2.917
44 H -0.233 -4.429 -0.573
45 H -1.350 -3.361 0.264
46 H 0.379 -3.352 0.676
47 H -1.046 -2.258 -3.698
48 H -1.814 -1.002 -2.750
49 H -2.228 -2.701 -2.470
50 C -8.475 2.163 -1.637
51 C -7.147 1.638 -1.191
52 C -6.715 0.367 -1.562
53 C -5.486 -0.115 -1.146
54 C -4.698 0.690 -0.326
55 C -5.100 1.973 0.059
56 C -6.317 2.433 -0.383
57 S -3.188 0.010 0.162
58 C -3.145 0.229 1.929
59 O -2.106 1.118 -0.278
60 H -8.927 1.526 -2.393
61 H -8.377 3.171 -2.040
62 H -9.157 2.220 -0.786
63 H -7.342 -0.248 -2.194
64 H -5.148 -1.097 -1.452
65 H -4.463 2.606 0.664
66 H -6.641 3.429 -0.110
67 H -3.316 1.276 2.172
68 H -2.176 -0.114 2.287
69 H -3.941 -0.396 2.333

Output
- HOMO-LUMO gap: 5.5 eV
- Molecular weight: 850.49 g mol⁻¹
- LUMO: -7.88 eV
- Total charge: +2
- HOMO energy: -13.40 eV
- Energy above the lowest of the compared OMol25 structures with the same formula, charge and spin: 0.0 kJ/mol

In elementary charge units, the Mulliken charges are:
1 W 2.172
2 Br -0.110
3 C -0.079
4 C -0.529
5 C -0.314
6 C 0.149
7 C -0.245
8 C -0.457
9 N -0.330
10 N -0.478
11 C -0.322
12 C -0.501
13 C -0.778
14 C 1.018
15 O -0.559
16 C 0.767
17 N -0.148
18 C 0.083
19 C -1.299
20 C -0.179
21 C -0.199
22 H 0.481
23 H 0.504
24 H 0.585
25 H 0.529
26 H 0.542
27 H 0.552
28 H 0.628
29 H 0.455
30 H 0.697
31 O -0.527
32 S 1.144
33 O -0.499
34 O -0.668
35 O -0.585
36 C -0.897
37 Si 0.283
38 C -0.954
39 C -1.090
40 O 0.018
41 H 0.438
42 H 0.187
43 H 0.320
44 H 0.380
45 H 0.312
46 H 0.251
47 H 0.422
48 H 0.297
49 H 0.333
50 C -1.428
51 C 0.809
52 C -0.828
53 C -0.412
54 C 0.729
55 C -0.455
56 C -0.868
57 S 0.340
58 C -1.167
59 O -0.496
60 H 0.377
61 H 0.378
62 H 0.337
63 H 0.369
64 H 0.455
65 H 0.318
66 H 0.421
67 H 0.380
68 H 0.447
69 H 0.499

Which of these has the lowest total charge? C14H20F16N3O7PS